Entry 1:
The following is a DFT calculation (ωB97M-V/def2-TZVPD) of a structure of composition C5H6F2 at a distorted geometry.

ORCA input file:
```
! wB97M-V def2-TZVPD RIJCOSX def2/J DEFGRID3
* xyz 0 1
C 0.00760 -0.87976 0.36137
C -0.36104 -0.02956 2.02603
C 1.32449 -0.90322 -0.27638
C 0.10390 -0.16344 -0.90872
C -1.80573 -0.09754 2.37234
F 0.51958 -0.23393 2.98867
F -2.46945 -1.19587 1.85552
H 2.25958 -0.30098 0.01070
H 1.56706 -1.72238 -0.86178
H -0.42709 -0.69165 -1.85656
H -0.01662 0.92730 -0.87740
H -2.04908 -0.03492 3.49535
H -2.13161 0.89148 1.91322
*
```

The value obtained for the LUMO energy (alpha / beta) is -0.0034 / -0.0079 hartree. The calculation puts the gap between HOMO and LUMO (alpha / beta) at 0.31382 / 0.31270 Eh.



Entry 2:
The following is a DFT calculation (ωB97M-V/def2-TZVPD) of a cluster of 13 separate species, C13H55N5O13 in total at a distorted geometry.

ORCA input file:
```
! wB97M-V def2-TZVPD RIJCOSX def2/J DEFGRID3
* xyz 0 1
C -10.45349 -7.39172 28.47787
C -9.23941 -6.76813 27.74789
C -9.04052 -5.33064 28.24747
O -10.12257 -4.44731 28.05248
C -10.54170 -4.20750 26.73583
N -8.11443 -7.66357 28.10404
H -10.93494 -8.15330 27.85881
H -11.33244 -6.72894 28.47120
H -10.28160 -7.71445 29.49974
H -9.59647 -6.89224 26.72522
H -8.08461 -4.90755 27.91541
H -8.99234 -5.41623 29.33767
H -9.77425 -4.22604 25.95471
H -11.09634 -3.27888 26.61944
H -11.19270 -5.03546 26.41415
H -7.29648 -7.25693 27.63309
H -7.80103 -7.54626 29.06886
C -8.00074 1.05862 26.27350
C -7.53140 -0.23797 25.64190
C -8.35228 -1.48841 25.98990
O -7.96295 -2.62270 25.24932
C -6.72679 -3.17035 25.65655
N -7.66263 -0.07299 24.17414
H -9.03616 1.33716 26.07324
H -7.50321 1.86007 25.71241
H -7.67562 1.18678 27.30418
H -6.48441 -0.43099 25.90519
H -9.39474 -1.17582 25.91798
H -8.22551 -1.77063 27.04262
H -5.91078 -2.63178 25.15437
H -6.68074 -4.18105 25.26157
H -6.51835 -3.06889 26.72390
H -7.27947 -0.90626 23.73382
H -7.02840 0.67183 23.89728
C -1.84960 -9.18473 28.14462
C -3.22890 -9.78437 28.37358
C -4.25139 -8.85658 28.97979
O -4.00110 -8.67605 30.36983
C -4.74399 -7.57183 30.83764
N -3.72524 -10.45277 27.17460
H -1.79761 -8.49533 27.29178
H -1.18816 -9.96369 27.75171
H -1.43412 -8.68806 29.02027
H -3.18825 -10.50932 29.19657
H -5.27954 -9.23917 28.89437
H -4.38275 -7.87737 28.48792
H -4.73356 -7.54539 31.92596
H -5.78670 -7.58094 30.50888
H -4.29177 -6.63262 30.51093
H -4.01733 -9.71854 26.52395
H -2.98306 -10.84496 26.59951
O -7.54800 -3.95950 31.89737
H -7.12326 -4.48397 31.17669
H -8.51003 -4.15932 31.84546
O -7.31322 -10.88781 30.78501
H -7.83668 -10.43621 30.10285
H -7.21782 -10.24231 31.49472
O -9.34388 -10.30126 28.79181
H -9.91751 -10.73423 28.15154
H -8.88873 -9.58985 28.28130
O -11.15511 -7.33056 32.38253
H -12.07926 -7.59196 32.34255
H -10.67258 -8.08629 32.02276
O -10.47387 -10.12347 31.48887
H -9.99811 -10.31777 30.66734
H -10.40098 -10.92421 32.01834
O -10.21612 -4.76345 31.76544
H -10.95927 -4.43493 31.23833
H -10.42404 -5.69624 31.91935
O -12.25640 -4.47064 29.78488
H -13.04578 -4.22264 29.29483
H -11.54192 -4.53555 29.11600
O -8.98122 -6.06951 24.15670
H -8.23803 -6.44961 23.67530
H -9.18422 -5.25638 23.67671
O -6.05271 -4.80294 29.84704
H -6.34994 -4.51339 28.97621
H -5.10617 -4.62030 29.85572
C -5.49853 -7.21624 25.85865
O -5.25905 -6.20678 26.51941
N -6.72768 -7.45637 25.30763
N -4.59605 -8.22449 25.68436
H -6.79852 -8.21142 24.65502
H -7.35540 -6.66423 25.28319
H -3.64134 -8.19253 25.98539
H -4.87251 -9.03924 25.17227
*
```

The value obtained for the LUMO energy is -0.0070 hartree. The calculation puts the gap between HOMO and LUMO at 0.33350 Eh.



Entry 3:
The following is a DFT calculation (ωB97M-V/def2-TZVPD) of a cluster of 5 separate species, C33H59F6N4O22P5S in total at a distorted geometry.

ORCA input file:
```
! wB97M-V def2-TZVPD RIJCOSX def2/J DEFGRID3
* xyz 0 1
N 3.57560 1.86052 2.10014
C 3.85585 2.15015 0.65730
C 2.84405 1.37378 -0.19876
C 3.20070 0.22514 -0.91811
C 4.60579 -0.38151 -0.89924
O 4.46640 -1.70344 -0.32563
C 5.48624 -2.54396 -0.61260
F 5.70704 -2.72489 -1.91887
F 6.59115 -2.15584 0.04845
F 5.12914 -3.75454 -0.11034
C 2.19976 -0.39828 -1.69401
C 2.50374 -1.63306 -2.56296
C 3.40208 -1.21086 -3.80013
C 3.12302 0.25030 -4.22902
N 3.95579 1.33348 -3.83710
O 2.15047 0.51173 -4.91028
C 0.89566 0.08449 -1.70279
C 0.50370 1.23281 -0.98965
C 1.53420 1.85817 -0.26398
S 1.11929 3.36919 0.60994
C -0.57559 3.04012 1.05489
C -1.06037 3.56707 2.24437
N -0.27031 4.34782 3.11738
C -2.40149 3.35475 2.62598
C -3.16914 2.57872 1.77382
C -4.64721 2.34924 2.15238
P -4.65349 1.39298 3.70862
O -4.18503 2.19390 4.85603
O -6.15744 0.88066 3.99694
O -3.66769 0.12530 3.49621
C -2.66316 2.03706 0.58833
C -1.34352 2.24988 0.18403
N -0.83181 1.73166 -1.05415
C -1.73018 0.84634 -1.71907
O -1.91918 -0.39828 -0.98345
C -2.91687 -1.16031 -1.47983
F -2.64966 -2.44462 -1.13406
F -4.08636 -0.85479 -0.88618
F -3.01702 -1.14496 -2.81565
H 2.74912 1.26617 2.12612
H 4.32413 1.24500 2.41324
H 3.74120 3.23674 0.49705
H 4.89671 1.91274 0.40488
H 5.07857 -0.37081 -1.88783
H 5.24371 0.20297 -0.22290
H 1.56226 -1.96465 -3.02622
H 2.95066 -2.44616 -1.98421
H 4.47248 -1.39714 -3.63599
H 3.11585 -1.81626 -4.67562
H 3.45655 1.90615 -3.15752
H 4.79524 1.01532 -3.36089
H 0.20627 -0.48434 -2.32605
H 0.49147 4.80121 2.62714
H -0.85725 5.03474 3.57606
H -2.81497 3.78299 3.54001
H -5.20174 1.86143 1.33525
H -5.06787 3.34683 2.35312
H -6.24036 0.82765 4.96218
H -2.80232 0.41155 3.82916
H -3.38296 1.47135 -0.00127
H -1.36212 0.64614 -2.73600
H -2.72923 1.28659 -1.86432
C -6.65553 5.89957 1.61420
O -5.38948 6.04550 0.96364
P -5.37350 6.23150 -0.74478
O -4.10822 5.44205 -0.85476
O -5.03008 7.83115 -0.58678
C -6.00591 8.71488 -0.03068
O -5.47167 6.41528 -2.42902
C -6.70166 6.91884 -2.97823
H -6.61172 5.04224 2.28629
H -6.88029 6.79319 2.19992
H -7.45342 5.73473 0.88806
H -5.77056 8.90236 1.01859
H -7.01825 8.30963 -0.10742
H -5.96824 9.65834 -0.57325
H -6.81326 7.98276 -2.75239
H -7.55842 6.36691 -2.58721
H -6.66947 6.79257 -4.05818
C 0.67435 -7.56348 1.81582
O 0.31811 -6.57522 2.81009
P 1.22927 -5.15703 2.91270
O 1.17553 -4.97742 4.38503
O 0.04164 -4.29600 2.17632
C -0.37909 -4.64250 0.85638
O 2.35075 -3.95264 2.58282
C 2.94793 -3.93095 1.26856
H 0.71768 -8.54024 2.29615
H -0.09061 -7.58846 1.03840
H 1.64299 -7.35584 1.35878
H -1.29843 -5.22864 0.90991
H 0.38322 -5.21308 0.31890
H -0.57944 -3.72473 0.30446
H 2.21397 -3.60172 0.52642
H 3.32786 -4.91797 1.00306
H 3.76222 -3.23205 1.28513
C 2.37442 1.78409 -7.76422
O 1.69280 2.76466 -8.58974
P 1.41357 2.40334 -10.20872
O 1.60122 3.75888 -10.77558
O -0.17678 2.09894 -9.93448
C -0.55164 1.07435 -9.01456
O 1.38451 1.55318 -11.66177
C 1.49941 0.12178 -11.59914
H 3.17082 2.28375 -7.21481
H 1.67199 1.35941 -7.05094
H 2.81019 0.98187 -8.36372
H -0.81512 1.52503 -8.05596
H 0.24856 0.34558 -8.86261
H -1.42356 0.55469 -9.41072
H 0.58012 -0.31802 -11.20347
H 2.34706 -0.17501 -10.97826
H 1.65918 -0.25182 -12.60826
C 3.24099 -7.32195 10.14710
O 2.70928 -6.07896 10.65489
P 2.52164 -4.77999 9.58897
O 2.86367 -3.68327 10.52558
O 0.89601 -4.99711 9.51290
C 0.36855 -6.23699 9.04569
O 2.53281 -3.89281 8.16965
C 2.52508 -4.62896 6.92305
H 4.03375 -7.65975 10.81412
H 2.45172 -8.07566 10.13042
H 3.65289 -7.21281 9.14244
H 0.07485 -6.85214 9.89926
H 1.08971 -6.78602 8.43500
H -0.51270 -6.03232 8.43940
H 1.55079 -5.08447 6.75578
H 3.29941 -5.40019 6.92920
H 2.72696 -3.93695 6.11224
*
```

The value obtained for the LUMO energy is -0.0992 hartree. The calculation puts the gap between HOMO and LUMO at 0.19298 Eh. As for the SMILES: NCc1c(COC(F)(F)F)c(CCC(N)=O)cc2c1Sc1c(N)cc(CP(=O)(O)O)cc1N2COC(F)(F)F.COP(=O)(OC)OC.COP(=O)(OC)OC.COP(=O)(OC)OC.COP(=O)(OC)OC.



Entry 4:
The following is a DFT calculation (ωB97M-V/def2-TZVPD) of a cluster of 2 separate species, C4H7IS in total at a distorted geometry.

ORCA input file:
```
! wB97M-V def2-TZVPD RIJCOSX def2/J DEFGRID3
* xyz 0 1
C 2.34859 0.90769 -0.20482
C -1.64945 -1.00102 0.03231
C -0.00299 0.79081 -0.46434
C -0.48825 -0.15390 0.56054
S 3.10812 2.28814 -0.20394
I 3.06230 -1.02126 0.07701
H -2.48681 -0.36784 -0.25411
H -1.33498 -1.57452 -0.83621
H -1.98936 -1.69188 0.80006
H 0.03877 0.44408 -1.48350
H -0.13269 1.84663 -0.32562
H 0.31637 -0.84854 0.84120
H -0.78962 0.38163 1.46144
*
```

The value obtained for the LUMO energy (alpha / beta) is -0.0071 / -0.0071 hartree. The calculation puts the gap between HOMO and LUMO (alpha / beta) at 0.27986 / 0.27985 Eh.



Respective energy values: -393.602674 -1780.150478 -5871.280467 -852.369252 a.u..